Entry 1:
This record from the Open Molecules 2025 dataset describes a cluster of 12 separate species, C48H127F3N11O13 in total at a distorted geometry. The level of theory is the ωB97M-V functional and the def2-TZVPD basis.

Last column: Mulliken charge in e.
CARTESIAN COORDINATES (ANGSTROEM)
C1 -13.47099 -10.38947 18.16673  0.27
O1 -12.12980 -10.92737 18.28992  1.73
O2 -14.34974 -11.26172 18.58918  -0.22
C2 -13.48517 -9.02203 18.86682  -0.53
F1 -14.73915 -8.58294 19.07148  -0.26
F2 -12.92547 -9.04462 20.09679  -0.16
F3 -12.83366 -8.06268 18.17762  -0.32
C3 -11.22383 -10.49616 17.31535  0.94
C4 -9.83819 -10.91905 17.80659  0.87
H1 -9.64331 -10.51797 18.80180  -0.19
H2 -9.78311 -12.00676 17.78572  -0.21
H3 -9.08680 -10.48020 17.14103  -1.12
H4 -11.18652 -9.41495 17.14802  0.21
H5 -11.38455 -11.00166 16.35191  -0.79
H6 -13.64138 -10.20172 17.07094  -0.27
C5 -11.44733 -3.74890 17.18175  -1.69
C6 -11.17614 -4.71877 16.05116  2.73
C7 -12.34123 -4.82949 15.07773  -1.27
O3 -13.58014 -5.04735 15.67067  -0.51
C8 -13.77118 -6.40243 16.04962  0.15
N1 -9.95216 -4.32572 15.30676  -0.79
H7 -12.30765 -4.14561 17.72728  0.27
H8 -11.72831 -2.76102 16.81545  0.38
H9 -10.58679 -3.64519 17.84101  0.48
H10 -10.98119 -5.72218 16.45853  -1.50
H11 -12.07699 -5.61739 14.34513  0.40
H12 -12.44341 -3.92768 14.46288  0.42
H13 -14.81228 -6.56007 16.31396  0.18
H14 -13.13116 -6.63048 16.90344  -0.04
H15 -13.50044 -7.06199 15.21533  0.18
H16 -9.93889 -4.82769 14.41881  0.34
H17 -9.16452 -4.74133 15.79848  0.41
C9 -7.89184 -8.60707 22.55064  -1.45
C10 -7.68855 -10.01554 22.00959  1.94
C11 -6.95097 -9.98358 20.69038  0.15
O4 -6.85210 -11.25716 20.11463  -0.42
C12 -6.33142 -11.24897 18.81470  -0.15
N2 -7.00908 -10.81093 23.04552  -0.60
H18 -6.94407 -8.06456 22.59484  0.39
H19 -8.44562 -8.58864 23.49150  0.46
H20 -8.57017 -7.98434 21.95730  0.13
H21 -8.71995 -10.35612 21.86700  -1.35
H22 -5.95392 -9.52873 20.85283  0.40
H23 -7.45860 -9.27419 20.01607  -0.41
H24 -5.36175 -10.73246 18.77032  0.42
H25 -6.97423 -10.81732 18.03697  -0.32
H26 -6.22486 -12.29142 18.51569  0.33
H27 -6.18339 -10.28883 23.34296  0.35
H28 -6.56013 -11.59036 22.55794  0.34
C13 -17.56763 -9.67790 23.27546  -1.85
C14 -16.62512 -9.20844 22.18093  0.97
C15 -15.43074 -8.47178 22.71925  -0.14
O5 -15.86934 -7.29664 23.40734  -0.42
C16 -14.86383 -6.69206 24.16646  -0.71
N3 -16.18678 -10.32312 21.32513  -0.42
H29 -17.98128 -8.82852 23.82129  0.34
H30 -17.03451 -10.35400 23.95076  0.34
H31 -18.41038 -10.22659 22.85504  0.44
H32 -17.20554 -8.54644 21.53282  0.06
H33 -14.68190 -8.21412 21.96295  0.17
H34 -14.92051 -9.08908 23.47905  0.13
H35 -15.17271 -5.66022 24.34789  0.29
H36 -13.88152 -6.69401 23.67910  0.26
H37 -14.75598 -7.17065 25.15239  0.27
H38 -15.88432 -9.89537 20.45874  -0.36
H39 -15.34619 -10.76985 21.69001  0.24
C17 -6.08705 -14.30827 13.96826  -1.55
C18 -7.41322 -13.64950 14.29706  0.72
C19 -8.49034 -14.66010 14.58969  0.23
O6 -8.70547 -15.48860 13.48761  -0.43
C20 -9.75565 -16.41591 13.74798  -0.44
N4 -7.24524 -12.77731 15.45315  -0.21
H40 -6.21361 -14.90734 13.06312  0.36
H41 -5.76150 -14.97568 14.76905  0.30
H42 -5.29561 -13.57815 13.79225  0.42
H43 -7.72311 -13.07180 13.40814  0.22
H44 -9.43006 -14.16729 14.87886  -0.59
H45 -8.18205 -15.20215 15.50130  0.34
H46 -9.84536 -17.05582 12.87210  0.27
H47 -10.69702 -15.85523 13.81052  0.06
H48 -9.56577 -16.99279 14.65316  0.29
H49 -6.66134 -11.96421 15.25506  0.13
H50 -8.13113 -12.43888 15.81460  -0.01
C21 -18.08264 -8.57464 18.86226  -1.44
C22 -17.86819 -9.48342 17.66960  0.52
C23 -17.01501 -8.77444 16.63122  0.08
O7 -16.84228 -9.60640 15.50056  -0.39
C24 -15.93025 -9.13087 14.56845  -0.49
N5 -17.23459 -10.74422 18.06391  -0.45
H51 -17.15788 -8.16509 19.27477  0.05
H52 -18.63678 -8.94704 19.71928  0.34
H53 -18.63307 -7.71939 18.44030  0.51
H54 -18.82874 -9.74546 17.21658  0.54
H55 -16.07396 -8.42789 17.08226  -0.57
H56 -17.50693 -7.83777 16.28914  0.54
H57 -15.94628 -9.77860 13.69122  0.32
H58 -14.90093 -9.05927 14.95575  -0.05
H59 -16.12659 -8.11647 14.17402  0.38
H60 -16.26670 -10.63348 18.39837  -0.09
H61 -17.08994 -11.26256 17.20342  0.37
C25 -9.71445 -7.03706 19.49706  0.49
C26 -8.88762 -5.83561 18.98395  1.90
C27 -8.06876 -5.23771 20.10207  -1.42
O8 -7.07466 -6.17007 20.46172  -0.08
C28 -6.16344 -5.65929 21.42289  -1.04
N6 -7.99306 -6.21723 17.88948  -0.21
H62 -9.03791 -7.87758 19.63114  -1.34
H63 -10.52074 -7.26675 18.80144  -0.22
H64 -10.19252 -6.78446 20.44784  0.76
H65 -9.60493 -5.07903 18.64590  -1.21
H66 -8.73245 -5.02024 20.95129  0.42
H67 -7.61100 -4.29292 19.77592  0.55
H68 -5.70124 -4.73968 21.05127  0.33
H69 -5.40625 -6.43118 21.54594  0.25
H70 -6.68921 -5.49144 22.36848  0.37
H71 -7.25820 -6.77160 18.32003  0.41
H72 -8.48994 -6.83539 17.25355  -0.04
C29 -5.83924 -7.57582 15.41133  -1.84
C30 -6.59317 -8.84578 15.81145  1.40
C31 -7.91160 -8.90760 15.06415  -1.16
O9 -8.81353 -8.05470 15.73443  0.40
C32 -10.04326 -7.95550 15.06070  0.06
N7 -5.77411 -10.05785 15.62777  -0.47
H73 -5.64911 -7.52839 14.33639  0.43
H74 -4.87792 -7.51036 15.93154  0.44
H75 -6.37590 -6.67525 15.72441  0.28
H76 -6.84385 -8.76197 16.87272  -0.85
H77 -8.32557 -9.92686 15.06896  0.24
H78 -7.76351 -8.59563 14.02047  0.56
H79 -10.47588 -8.96072 15.00183  0.25
H80 -9.94282 -7.49944 14.06838  0.33
H81 -10.74093 -7.31472 15.60309  -0.60
H82 -5.35960 -9.99123 14.69615  0.28
H83 -4.95196 -9.93687 16.21526  0.27
C33 -16.56882 -16.61775 18.93457  -1.55
C34 -16.92663 -15.56543 17.89591  1.59
C35 -18.36841 -15.62972 17.45300  -1.03
O10 -18.60935 -16.84436 16.78116  -0.31
C36 -19.98026 -17.04629 16.53451  -0.77
N8 -16.62639 -14.22600 18.40478  -0.52
H84 -16.89495 -16.27851 19.91803  0.35
H85 -15.49924 -16.83117 18.89388  0.06
H86 -17.05447 -17.57573 18.72580  0.47
H87 -16.35609 -15.75503 16.96522  -0.09
H88 -18.61445 -14.75929 16.82442  0.41
H89 -19.04072 -15.53554 18.32407  0.42
H90 -20.37385 -16.23469 15.90769  0.30
H91 -20.55764 -17.07621 17.46674  0.31
H92 -20.07130 -17.99583 16.01045  0.25
H93 -15.69761 -14.25365 18.82560  0.18
H94 -16.46633 -13.62465 17.58502  -0.11
C37 -11.58989 -14.42285 17.42024  -1.09
C38 -12.69792 -15.03722 18.26739  1.67
C39 -12.23941 -16.24406 19.04218  -1.63
O11 -11.78055 -17.24936 18.14845  -0.28
C40 -11.59664 -18.47549 18.79228  -0.83
N9 -13.29480 -14.08687 19.23531  -0.23
H95 -10.67380 -14.30939 18.01370  0.42
H96 -11.86406 -13.44471 17.02937  -0.28
H97 -11.34651 -15.05832 16.56342  0.81
H98 -13.50477 -15.36489 17.59959  -0.09
H99 -13.01690 -16.60429 19.72541  0.55
H100 -11.39578 -15.96953 19.70507  0.29
H101 -10.82476 -18.41589 19.57615  0.32
H102 -11.27416 -19.19743 18.04402  0.24
H103 -12.51058 -18.82560 19.28978  0.31
H104 -13.65103 -13.28617 18.69154  -0.52
H105 -12.49162 -13.59882 19.64382  -0.18
C41 -15.63434 -13.90724 14.17288  -1.94
C42 -14.88263 -13.35599 15.37030  1.58
C43 -13.61198 -12.60422 14.96777  -0.42
O12 -12.69635 -13.44160 14.33290  -0.44
C44 -11.54876 -12.74775 13.91427  -0.46
N10 -15.76525 -12.42235 16.10273  -0.84
H106 -16.63826 -14.18465 14.50676  0.49
H107 -15.19376 -14.80910 13.75311  0.35
H108 -15.74065 -13.11888 13.42319  0.39
H109 -14.55492 -14.12511 16.07619  -1.11
H110 -13.24356 -12.15521 15.90174  -0.19
H111 -13.86180 -11.76580 14.29198  0.80
H112 -10.91639 -13.48042 13.41770  0.37
H113 -10.98672 -12.41758 14.80453  -0.01
H114 -11.78509 -11.85571 13.32547  0.36
H115 -15.27913 -12.01739 16.91838  0.66
H116 -15.96297 -11.70128 15.40936  0.18
C45 -11.82424 -10.06930 23.23870  -1.58
C46 -11.54844 -11.29207 22.38551  2.28
C47 -10.89051 -12.39835 23.18181  -1.13
O13 -10.54711 -13.56933 22.49342  -0.43
C48 -9.54903 -13.28824 21.52579  -0.41
N11 -12.84646 -11.74580 21.82685  -0.59
H117 -10.95565 -9.58159 23.69171  0.31
H118 -12.59679 -10.23395 23.99174  0.36
H119 -12.23740 -9.29918 22.57522  0.16
H120 -10.92479 -10.97716 21.53547  -0.76
H121 -11.50741 -12.61707 24.05947  0.36
H122 -9.97319 -11.98314 23.64725  0.41
H123 -9.95822 -12.80985 20.62412  0.10
H124 -9.19585 -14.22901 21.09608  0.43
H125 -8.77769 -12.70926 22.03464  0.15
H126 -12.97272 -11.20734 20.96994  -0.35
H127 -12.78312 -12.69327 21.46146  0.34

## Properties
Molecular weight = 1123.602 g/mol
HOMO level = -0.21024 hartree
Net charge = -1

Entry 2:
This record from the Open Molecules 2025 dataset describes a cluster of 2 separate species, C4H12 in total at a distorted geometry. The level of theory is the ωB97M-V functional and the def2-TZVPD basis.

Last column: Mulliken charge in e.
CARTESIAN COORDINATES (ANGSTROEM)
C1 -0.88265 -1.40781 1.10802  -0.59
C2 -0.69294 -0.13898 1.86522  -0.71
H1 -0.93935 -1.34521 -0.00143  0.23
H2 0.04670 -1.98253 1.24083  0.30
H3 -1.76242 -1.98432 1.41732  0.34
H4 0.30520 0.03696 2.26781  0.34
H5 -1.41914 -0.07777 2.68847  0.34
H6 -0.99691 0.76383 1.25126  0.30
C3 1.01670 0.10669 -1.69151  -0.84
C4 0.50953 1.44914 -1.29917  -0.33
H7 1.35423 -0.42116 -0.79585  0.30
H8 0.37908 -0.58984 -2.23074  0.35
H9 1.93037 0.13224 -2.34243  0.33
H10 1.16848 2.34336 -1.37147  0.36
H11 0.32060 1.40668 -0.19397  0.00
H12 -0.33749 1.70870 -1.91236  0.29

## Properties
Molecular weight = 60.140 g/mol
HOMO level (alpha / beta) = -0.62578 / -0.57897 hartree
Expectation value of S² = 0.75
Net charge = +1
Spin multiplicity = 2